Here is one molecule with the formula C7H8ClN5 from the OMol25 dataset. Energies are from ωB97M-V/def2-TZVPD.

Structure (XYZ):
```
21
Properties=species:S:1:pos:R:3:forces:R:3:mulliken_charge:R:1
H -0.41593 1.43312 1.83322 -0.52 -1.82 -0.35 0.302
N 0.63176 1.11931 -0.87158 4.36 1.20 -1.34 0.480
C 1.52276 2.23292 -1.05102 -0.43 -4.09 0.20 -0.055
C -1.38030 -0.32732 -1.07696 -2.65 0.47 -0.92 -0.083
N 2.55843 0.36432 -1.36501 1.86 1.13 -0.26 -0.639
H -1.80765 -2.45445 -0.70555 0.69 1.53 -0.15 0.323
Cl -1.50757 2.59079 -1.16561 0.42 -2.24 0.31 -0.211
H -1.93567 0.45864 1.44019 0.08 -0.28 0.25 0.346
C -0.12915 -1.74112 0.31863 3.53 -0.86 4.80 0.893
H 0.95174 -0.59150 1.86479 -1.11 -0.72 0.04 0.318
C -1.16086 -1.53988 -0.52028 -3.05 -0.19 -3.68 -0.676
H 1.30459 -2.75747 1.16709 -0.25 0.57 -0.20 0.263
N 2.69764 1.73375 -1.34667 -0.76 0.36 0.33 -0.327
C -0.11612 -0.84122 1.61022 0.07 1.77 0.22 -0.418
H -2.35750 -0.21965 -1.64362 1.34 0.04 0.57 0.278
N 1.40452 0.01900 -1.09588 -2.05 -0.34 0.07 0.115
C -0.85252 0.42561 1.49600 0.35 3.19 -1.98 -0.719
N 0.71859 -2.66574 0.33336 0.21 -1.54 -0.88 -0.749
C -0.70966 0.93356 -0.79747 -2.44 0.67 3.07 -0.223
H -0.69687 -1.38244 2.37545 0.81 -0.35 -0.09 0.383
H 1.27977 3.20978 -0.79932 -0.45 1.49 -0.01 0.398
```
Forces are in eV/Å.

The value obtained for the HOMO-LUMO gap (alpha / beta) is 7.67 / 7.68 eV. For the LUMO energy (alpha / beta), the calculation gives -0.66 / -0.66 eV. The charge is 0.

---

Here is one molecule with the formula C20H24N2O6 from the OMol25 dataset. Energies are from ωB97M-V/def2-TZVPD.

Structure (XYZ):
```
52
Properties=species:S:1:pos:R:3:forces:R:3:mulliken_charge:R:1
O 2.18290 2.47457 0.50906 -1.88 -6.05 -5.30 -0.217
C 0.54740 1.58442 -1.85467 3.55 -1.12 2.91 1.156
C 0.60243 -2.88573 1.95003 -9.66 2.28 1.04 -0.595
H -0.02440 -3.50633 4.50521 4.90 3.26 2.25 0.698
H 2.08346 4.57371 1.65662 -0.62 -0.45 0.79 0.326
O 3.18300 0.26253 0.62516 -4.58 4.43 -3.38 -0.600
C 0.36036 -1.09427 -2.57936 2.65 -0.96 5.14 0.843
C 2.34054 1.07601 0.05746 -0.07 -1.52 0.93 -0.204
C -2.55604 0.51461 -0.31358 -0.66 2.55 -0.99 -0.831
N 0.26518 -3.70546 -3.24152 0.65 12.10 5.87 -0.619
O -1.26900 -0.18728 -0.71655 -4.69 1.01 2.06 0.016
C -0.26193 -0.28144 -3.36246 3.14 3.49 4.57 0.772
H 3.63573 4.56522 2.30585 1.63 0.88 1.68 0.500
H 2.19073 -1.30227 -1.26445 -2.13 1.69 -0.22 0.483
C 1.09090 -0.76988 -1.16128 4.13 -0.19 -3.92 0.125
C -3.85353 -2.36961 1.50542 5.97 1.24 3.34 -0.964
C 3.07314 2.63186 1.44951 3.83 4.17 2.12 -0.144
O -1.57188 -2.88125 3.35909 0.87 -2.40 0.60 -0.305
C -0.85188 -3.90066 4.20304 -6.79 4.62 0.90 -1.597
C 1.21167 -2.35017 0.96786 4.99 2.16 -8.80 -1.494
H 0.88935 -3.50736 2.59565 3.36 -4.91 4.59 1.033
H 3.23868 4.73728 0.58635 0.98 -1.27 0.49 0.277
C 1.21230 0.72706 -1.05494 3.40 -0.37 2.62 -0.218
H -3.64267 -3.12575 2.25080 0.21 -0.44 -0.10 0.303
C -0.90025 -0.96915 0.31209 8.39 -3.22 -2.79 0.659
H -4.64977 -1.90325 1.86846 -3.94 1.97 0.17 0.319
H 4.12138 2.42010 1.15026 -0.63 -0.76 0.28 0.275
C -0.25423 3.78435 -2.89104 -2.66 -4.18 7.05 -1.399
H -1.41921 0.13791 -4.51940 -9.89 8.48 -2.09 0.224
H -2.84933 1.49083 -1.01493 1.48 -2.68 1.40 0.177
H 1.51085 3.35766 -1.80373 13.87 4.53 -1.25 1.132
H 0.21193 3.39306 -3.66068 1.52 -0.80 -4.67 0.441
C 3.08226 4.15966 1.54070 -1.93 0.89 -1.26 -1.442
H -3.61049 -2.70812 0.56826 -0.30 -0.35 -2.43 0.415
C 0.61520 -1.44351 -0.01757 -6.27 -0.38 5.32 0.067
C 0.69524 3.07036 -1.73695 -16.43 -4.03 1.93 -1.415
O -0.19065 1.06416 -2.77706 -3.92 -0.57 -5.49 -0.414
H -1.51476 -4.01358 5.05075 -0.07 -0.36 -0.05 0.300
H 0.33382 3.34209 -0.64257 0.53 -0.37 -2.33 0.270
O -2.72296 -1.20362 1.89420 -0.95 -2.89 -2.42 -0.600
H -3.51677 -0.07784 -0.28569 1.58 -0.01 -0.20 0.271
C -0.94065 -2.59960 2.22717 7.13 0.37 -1.75 0.803
H -0.12201 4.69447 -2.48064 -0.14 3.76 -0.25 0.538
H -2.35348 0.90200 0.70645 -0.39 -0.19 -0.74 0.395
H -0.50839 -4.71783 3.83654 0.86 -5.73 -3.51 0.619
H -1.30146 3.29411 -2.60512 2.07 1.49 -1.31 0.145
H -0.96310 -1.46729 -4.68931 -0.51 0.45 -0.30 0.352
H 2.33443 -2.79164 0.52647 -3.09 1.48 1.84 0.051
C 0.34073 -2.42607 -2.66656 -1.07 -15.46 -7.81 -1.183
N -0.83371 -0.47337 -4.51063 7.60 -7.66 -0.54 -0.496
C -1.40561 -1.67682 1.34728 -6.50 2.11 2.65 0.384
H 2.73454 2.08111 2.29496 0.48 -0.12 1.36 0.367
```
Forces are in eV/Å.

Its energy above the lowest of the compared OMol25 structures with the same formula, charge and spin is 2011.1 kJ/mol. The value obtained for the HOMO-LUMO gap is 7.79 eV. Its structure (SMILES) is CCOC(=O)C1=C(CC)OC(N)=C(C#N)[C@@H]1c1ccc(OC)c(OC)c1OC. For the LUMO energy, the calculation gives 0.29 eV. The charge is 0.

---

Here is a 3-piece molecular cluster, C13H12BCl2NO overall from the OMol25 dataset. Energies are from ωB97M-V/def2-TZVPD.

Structure (XYZ):
```
30
Properties=species:S:1:pos:R:3:forces:R:3:mulliken_charge:R:1
C 3.69422 -1.24686 -2.29138 -0.02 0.01 0.00 -0.300
H -0.36428 -2.58025 2.43430 -0.03 0.02 -0.01 0.363
N 0.99042 3.40568 -1.32996 2.76 0.60 2.05 -0.436
C -1.19429 -1.89624 2.30115 -0.01 0.00 0.00 -0.369
H 3.44427 0.65794 -3.24998 0.00 -0.01 0.03 0.380
Cl -3.14924 1.98615 -1.42486 0.70 1.36 -0.82 -0.160
C -3.29798 -1.00269 3.05192 0.01 0.00 0.00 -0.391
C -0.01018 3.53186 -1.83076 -3.02 -1.06 -3.39 0.412
H -0.40943 -1.05377 0.48981 -0.02 -0.01 0.00 0.501
H -2.21746 -2.55215 4.07105 0.00 0.02 -0.03 0.361
H 2.44124 -2.07957 0.74428 0.02 0.02 -0.02 0.371
Cl -2.86560 5.05065 -1.42750 0.71 -1.18 -0.45 -0.156
H -4.11144 -0.99275 3.76735 0.03 0.01 -0.02 0.358
C 2.66455 -1.47823 -0.12964 -0.01 0.00 0.01 -0.319
H -2.29598 0.51846 0.19420 0.12 -0.28 0.32 -0.222
C 3.22769 0.05933 -2.37296 0.00 -0.07 0.04 -0.600
B -2.22508 3.44833 -1.90908 -1.29 -0.13 0.25 0.589
C -3.31707 -0.13727 1.96563 0.00 0.00 -0.01 -0.212
C -1.21767 -1.03708 1.21016 -0.01 -0.01 0.02 -0.612
H 1.62996 0.25315 0.60719 0.03 0.01 -0.01 0.528
H 2.12090 1.61926 -1.39104 0.17 -0.26 0.04 0.542
C 2.48436 0.59931 -1.33076 0.00 0.06 -0.06 -0.184
H -4.14353 0.55231 1.83703 0.02 -0.02 0.00 0.373
C 2.20581 -0.16918 -0.20778 0.02 -0.04 -0.03 -0.561
C -2.27826 -0.15539 1.04374 0.03 -0.01 0.01 0.312
C 3.41039 -2.01659 -1.17040 0.00 0.00 -0.01 -0.484
O -1.03084 3.29793 -2.66290 -0.17 0.94 2.08 -0.377
H 3.77098 -3.03639 -1.10799 -0.01 0.03 0.00 0.359
H 4.27829 -1.66564 -3.10215 -0.02 0.00 0.02 0.367
C -2.23479 -1.88030 3.22132 0.00 0.02 -0.01 -0.434
```
Forces are in eV/Å.

The value obtained for the HOMO-LUMO gap is 8.79 eV. Its structure (SMILES) is N#COB(Cl)Cl.c1ccccc1.c1ccccc1. For the LUMO energy, the calculation gives -0.43 eV. The charge is 0.

---

Ordered energy results: -27355.420, -36375.564, -42935.850; unit eV.
Ordered largest force on an atom results: 0.117, 0.337, 0.091; unit Eh/bohr.